Record 1
DFT (the ωB97M-V functional and the def2-TZVPD basis) results for a 2-piece molecular cluster, C7H10N2 overall.

Geometry as XYZ:
```
19
Properties=species:S:1:pos:R:3
H -1.4707 0.9561 2.7038
N -1.2127 1.4758 1.8592
C -0.8014 0.6571 0.9573
C -0.4821 1.0279 -0.4590
C -1.5787 1.4441 -1.1526
C 0.8954 1.5763 -0.7206
H -0.8611 -0.4226 1.1509
H -2.5607 1.4980 -0.6933
H -1.5227 1.6908 -2.2060
H 0.9160 2.2744 -1.5619
H 1.5779 0.7783 -1.0155
H 1.3211 2.0733 0.1545
C 0.8544 -2.6747 1.0545
C 1.1746 -1.7760 0.1270
C 0.3308 -1.5378 -1.1539
N -0.0207 -1.8601 -2.2125
H -0.0219 -3.3112 0.9650
H 1.4166 -2.7320 1.9831
H 2.0458 -1.1377 0.2200
```

The value obtained for the energy relative to the best compared isomer or geometry (same formula, charge and spin) is 3.845 eV. Its SMILES is [H]/N=C/C(=C)C.C=CC#N. The orbital gap comes out at 9.52 eV. The total charge is 0. The calculation puts the largest force on an atom at 3.8 eV Å⁻¹. The value obtained for the LUMO energy is 0.1140 eV.

=====

Record 2
DFT (the ωB97M-V functional and the def2-TZVPD basis) results for C7H10N2 as an isolated structure.

Geometry as XYZ:
```
19
Properties=species:S:1:pos:R:3
C 1.5728 -0.8495 -0.2218
C 0.8086 -0.0850 0.9018
C -0.7620 -0.1736 1.0723
C -0.5466 0.6983 -0.9368
C -1.0874 1.6715 -0.0398
C -1.1191 1.1885 1.2210
C 1.0068 0.4618 -0.6568
H 0.2042 -2.5119 -0.3233
H 1.1778 -1.8909 -1.9858
H 2.5520 -0.9229 -0.0076
H 1.2510 0.4773 1.6681
H -1.1937 -0.8474 1.8404
H -0.9261 -1.2241 -0.8727
H -0.7699 0.8926 -1.8675
H -1.0586 2.8251 -0.3300
H -1.3567 1.7880 2.1508
H 1.7026 1.4142 -0.4179
N 1.0385 -2.0611 -0.7278
N -1.1557 -0.4348 -0.3999
```

The value obtained for the energy relative to the best compared isomer or geometry (same formula, charge and spin) is 6.410 eV. The orbital gap comes out at 9.15 eV. The total charge is 0. The calculation puts the largest force on an atom at 6.4 eV Å⁻¹. The value obtained for the LUMO energy is 0.8534 eV.

=====

Record 3
DFT (the ωB97M-V functional and the def2-TZVPD basis) results for C7H10N2 as an isolated structure.

Geometry as XYZ:
```
19
Properties=species:S:1:pos:R:3
C 0.7224 0.7828 -0.8758
C 0.5072 1.4981 0.4239
C -0.4053 0.3470 -0.0331
C 2.0545 0.5455 -0.3347
C -1.8329 0.5144 -0.3008
C -1.3668 -0.8752 0.0666
C -1.6286 -1.5751 1.3410
N 1.9935 1.1547 0.7854
N 3.1128 -0.1695 -0.8058
H 0.4885 1.2449 -1.8297
H 0.1339 2.4373 0.7148
H -2.5434 0.9461 0.3687
H -2.2104 0.6570 -1.4013
H -1.2388 -1.5907 -0.7004
H -2.0214 -1.1951 2.2569
H -0.6522 -1.9902 1.6175
H -2.4090 -2.3489 0.9381
H 3.2626 -0.3511 -1.7888
H 4.0334 -0.0320 -0.4426
```

The value obtained for the energy relative to the best compared isomer or geometry (same formula, charge and spin) is 4.954 eV. The orbital gap comes out at 9.26 eV. The total charge is 0. The calculation puts the largest force on an atom at 3.9 eV Å⁻¹. The value obtained for the LUMO energy is 0.9749 eV.

=====

Record 4
DFT (the ωB97M-V functional and the def2-TZVPD basis) results for one molecule with the formula C7H10N2O.

Geometry as XYZ:
```
20
Properties=species:S:1:pos:R:3
C 2.1137 0.4594 -0.1379
C 0.1014 -2.4692 -0.3532
C -1.8618 2.0213 -0.0401
C -0.7377 -1.4575 -0.6375
C -1.8068 0.7196 -0.3754
C 0.0603 0.0613 1.2279
C -0.8278 -0.2190 0.0523
N 1.4596 -0.1444 0.9243
N 1.3618 1.0491 -1.0392
O 3.3520 0.4286 -0.1661
H 0.1308 -3.3488 -0.9736
H 0.7815 -2.4396 0.4769
H -2.6354 2.6630 -0.4256
H -1.1132 2.4933 0.5695
H -1.3954 -1.5640 -1.4909
H -2.5500 0.3311 -1.0600
H -0.1291 1.0727 1.6106
H -0.2051 -0.6462 2.0241
H 2.0709 -0.3154 1.7100
H 1.8302 1.3045 -1.8963
```

The value obtained for the energy relative to the best compared isomer or geometry (same formula, charge and spin) is 4.199 eV. The orbital gap (spin up / spin down) comes out at 5.21 / 8.68 eV. The total charge is 0. The calculation puts the largest force on an atom at 2.9 eV Å⁻¹. The value obtained for the LUMO energy (spin up / spin down) is -2.2050 / -0.8937 eV.

=====

Record 5
DFT (the ωB97M-V functional and the def2-TZVPD basis) results for a 2-piece molecular cluster, C7H10N2O overall.

Geometry as XYZ:
```
20
Properties=species:S:1:pos:R:3
C -2.1429 -2.3740 0.8955
C -1.2806 -0.5079 1.2199
C -1.8667 -1.9118 -0.3137
C 0.9063 2.2241 -0.1165
C 0.9337 2.0358 -1.7220
C 1.0674 0.9499 -0.7898
C 2.1230 -0.6690 0.5359
N -1.6461 -1.5093 1.8602
N -1.4083 -0.6192 -0.1605
O 1.7208 -0.1809 -0.5913
H -2.3400 -3.3926 1.2272
H -0.8569 0.4042 1.7880
H 1.9351 2.7060 0.1748
H 0.0980 2.4083 0.5012
H -0.0622 1.9692 -2.0810
H 1.5908 2.6391 -2.3550
H 2.1237 -0.2103 1.5041
H 2.2635 -1.7088 0.5801
H -2.1597 -2.2897 -1.2832
H -0.9988 0.0370 -0.8741
```

The value obtained for the energy relative to the best compared isomer or geometry (same formula, charge and spin) is 6.968 eV. The orbital gap (spin up / spin down) comes out at 8.07 / 8.41 eV. The total charge is 0. The calculation puts the largest force on an atom at 5.7 eV Å⁻¹. The value obtained for the LUMO energy (spin up / spin down) is 0.3244 / 0.6561 eV.

=====

Record 6
DFT (the ωB97M-V functional and the def2-TZVPD basis) results for one molecule with the formula C7H10N2O2.

Geometry as XYZ:
```
21
Properties=species:S:1:pos:R:3
C -3.1293 1.4104 -0.7575
C -3.2920 -0.0816 -0.3635
C -2.3476 -0.5325 0.7969
C -0.9086 -0.3464 0.5183
C 0.0725 0.6131 0.7383
C 1.2435 -0.0552 0.2039
C 2.5928 0.4525 -0.0637
O 2.9183 1.5373 0.3069
O 3.4388 -0.4329 -0.5999
N 0.8945 -1.2355 -0.3314
N -0.3919 -1.4161 -0.0432
H -3.4132 2.0661 0.0670
H -3.7470 1.7042 -1.6474
H -2.1263 1.7452 -1.2022
H -4.3781 -0.2549 -0.1678
H -3.0683 -0.7296 -1.1822
H -2.6002 -1.5699 1.0156
H -2.5067 0.0258 1.7545
H -0.0730 1.5723 1.1521
H 2.9011 -1.1922 -0.9841
H -0.7518 -2.4040 -0.2746
```

The value obtained for the energy relative to the best compared isomer or geometry (same formula, charge and spin) is 1.194 eV. Its SMILES is CCCc1cc(C(=O)O)n[nH]1. The orbital gap comes out at 10.22 eV. The total charge is 0. The calculation puts the largest force on an atom at 4.1 eV Å⁻¹. The value obtained for the LUMO energy is 0.5620 eV.

=====

Record 7
DFT (the ωB97M-V functional and the def2-TZVPD basis) results for a 2-piece molecular cluster, C7H10N2O3S overall.

Geometry as XYZ:
```
23
Properties=species:S:1:pos:R:3
C 2.8506 1.0494 0.1693
C 1.8492 1.6344 0.9277
C 2.5765 -0.0933 -0.5632
C 0.5807 1.0863 0.9544
C 1.3109 -0.6500 -0.5399
C 0.2962 -0.0629 0.2173
C -1.0537 -0.6156 0.1890
N -1.5189 -1.1380 2.0613
N -1.3653 -1.6598 -0.6383
O -2.1081 1.3488 -1.1752
O -3.6326 -0.1928 -0.0056
O -2.4031 1.4953 1.2697
S -2.4214 0.5487 0.1996
H 3.8383 1.4851 0.1438
H 2.0565 2.5260 1.5004
H 3.3504 -0.5533 -1.1600
H -0.2005 1.5536 1.5314
H 1.1012 -1.5291 -1.1281
H -2.5299 -1.2089 1.9856
H -1.3199 -0.2876 2.5760
H -0.8768 -2.5242 -0.4391
H -2.8646 1.8567 -1.4770
H -2.3675 -1.7889 -0.7179
```

The value obtained for the energy relative to the best compared isomer or geometry (same formula, charge and spin) is 1.400 eV. The orbital gap comes out at 9.35 eV. The total charge is 0. The calculation puts the largest force on an atom at 3.9 eV Å⁻¹. The value obtained for the LUMO energy is 0.2945 eV.

=====

Record 8
DFT (the ωB97M-V functional and the def2-TZVPD basis) results for one molecule with the formula C7H10N2O3S.

Geometry as XYZ:
```
23
Properties=species:S:1:pos:R:3
C -3.2743 0.8918 0.9941
O -2.0893 1.2309 0.2273
C -1.2608 0.2831 -0.2233
C -1.2077 -1.0427 0.1201
C -0.4221 -2.0538 -0.4056
C 0.8844 -2.0449 -0.8866
C 1.9957 -1.2308 -0.5991
C 2.2838 -0.5585 0.4729
N 3.5389 0.1488 0.7467
O 3.5497 0.8763 1.6836
O 4.4886 -0.0871 0.0136
S 0.0159 0.9827 -1.2436
N -0.0970 2.6034 -0.9440
H -3.9841 0.3334 0.3179
H -3.7817 1.8356 1.2975
H -2.9643 0.5399 2.0403
H -2.0456 -1.4992 0.6854
H -0.9153 -3.0533 -0.5207
H 1.1676 -2.7326 -1.5563
H 2.7650 -1.0954 -1.3875
H 1.5160 -0.4543 1.2844
H -0.9236 2.9753 -1.2465
H 0.7601 3.1514 -0.8707
```

The value obtained for the energy relative to the best compared isomer or geometry (same formula, charge and spin) is 6.433 eV. Its SMILES is CO/C(=C/C=C\C=C\[N+](=O)[O-])SN. The orbital gap (spin up / spin down) comes out at 7.35 / 7.35 eV. The total charge is 0. The calculation puts the largest force on an atom at 4.3 eV Å⁻¹. The value obtained for the LUMO energy (spin up / spin down) is -0.4735 / -0.4738 eV.

=====

Record 9
DFT (the ωB97M-V functional and the def2-TZVPD basis) results for one molecule with the formula C7H10N2O4S.

Geometry as XYZ:
```
24
Properties=species:S:1:pos:R:3
C 0.5714 0.5508 -1.6083
C 0.7647 0.4202 2.7911
C -2.8674 -0.2603 -1.1085
C -2.3544 0.0069 0.3204
C -0.6507 0.1252 -1.1878
C 1.8372 1.4534 -3.3278
C 1.0867 -1.8434 3.7863
N 1.7191 0.5946 -0.9785
N 1.4013 0.3963 1.7290
O -1.7932 0.1416 -1.9383
O -0.9391 -0.1824 0.1623
O 0.6672 0.6889 -2.9967
O 0.5776 -0.4555 3.6573
S 2.2719 0.9070 0.4859
H -3.1954 -1.3885 -1.0390
H -3.6305 0.4872 -1.4679
H -2.7118 0.9302 0.6172
H -2.5197 -0.7969 1.1114
H 2.6047 0.7447 -3.1401
H 1.9894 2.3841 -2.8590
H 1.9611 1.5784 -4.3390
H 0.6590 -2.2713 4.6789
H 2.0819 -1.8352 3.6501
H 0.4688 -2.3760 3.0009
```

The value obtained for the energy relative to the best compared isomer or geometry (same formula, charge and spin) is 6.393 eV. The orbital gap (spin up / spin down) comes out at 6.28 / 6.86 eV. The total charge is 0. The calculation puts the largest force on an atom at 5.6 eV Å⁻¹. The value obtained for the LUMO energy (spin up / spin down) is -0.2416 / 0.0722 eV.

=====

Record 10
DFT (the ωB97M-V functional and the def2-TZVPD basis) results for an isolated ion of composition C7H10N3 and charge +1.

Geometry as XYZ:
```
20
Properties=species:S:1:pos:R:3
C 1.8943 -1.4343 0.1777
N 0.9543 -0.4256 0.5249
C 1.2721 0.8195 0.4358
C 0.7306 2.0370 0.3425
C -0.2458 2.3140 -0.7242
C -1.2465 1.5637 -1.2554
N -1.4069 0.3066 -1.5237
N -1.6565 -0.8476 -1.2056
C -1.2948 -1.4990 0.0054
C -0.3869 -0.7556 1.0635
H 1.6731 -1.6553 -0.7834
H 2.9408 -1.2437 0.2033
H 1.7271 -2.1305 0.9504
H 0.9831 2.9405 0.7415
H -0.1775 3.4316 -0.9597
H -1.9253 2.1916 -1.7273
H -0.8140 -2.4685 -0.3004
H -2.1724 -1.7741 0.4624
H -0.7797 0.1774 1.6725
H -0.0691 -1.5476 1.8999
```

The value obtained for the energy relative to the best compared isomer or geometry (same formula, charge and spin) is 7.385 eV. Its SMILES is C[N+]1=C=C/C=C\N=N/CC1. The orbital gap (spin up / spin down) comes out at 6.92 / 6.92 eV. The total charge is +1. The calculation puts the largest force on an atom at 4.9 eV Å⁻¹. The value obtained for the LUMO energy (spin up / spin down) is -5.3060 / -5.3068 eV.

=====

Record 11
DFT (the ωB97M-V functional and the def2-TZVPD basis) results for an isolated ion of composition C7H10N3 and charge +1.

Geometry as XYZ:
```
20
Properties=species:S:1:pos:R:3
C -2.8122 0.4494 -0.1398
C -1.7755 0.5851 0.6615
C 1.1859 -1.0328 -0.8373
C -0.4236 -0.9092 -2.1447
C 0.7464 -0.2083 0.2334
C 1.3077 -0.6917 1.6143
C 1.4668 1.2740 0.0060
N -2.4377 -0.2424 -1.2628
N -1.1982 -0.4412 -1.1906
N -0.6475 -0.0147 0.0432
H -3.8437 0.8912 0.1154
H -1.7517 1.1489 1.5192
H 2.0839 -1.3791 -1.2605
H -0.8508 -1.4510 -3.0327
H 2.3350 -1.2265 1.4158
H 0.6161 -1.4291 1.8044
H 1.4328 0.0206 2.4826
H 2.5550 1.1662 0.0828
H 1.0105 1.8310 0.8133
H 1.0008 1.6596 -0.9232
```

The value obtained for the energy relative to the best compared isomer or geometry (same formula, charge and spin) is 8.156 eV. The orbital gap (spin up / spin down) comes out at 7.17 / 8.26 eV. The total charge is +1. The calculation puts the largest force on an atom at 6.2 eV Å⁻¹. The value obtained for the LUMO energy (spin up / spin down) is -5.7910 / -4.7030 eV.

=====

Record 12
DFT (the ωB97M-V functional and the def2-TZVPD basis) results for an isolated ion of composition C7H10N3OS and charge +1.

Geometry as XYZ:
```
22
Properties=species:S:1:pos:R:3
C -2.1233 -1.7561 -1.1739
C -2.3437 -0.5311 -1.6849
C -0.3568 -0.7622 -0.1690
C 1.2098 1.0246 0.3071
C 3.1846 -0.2554 0.6001
C 1.9791 -1.1319 0.8819
C -2.3827 1.9112 -0.5894
N -0.9709 -1.8470 -0.4318
N 2.5382 1.0371 0.4587
N 0.8126 -0.3989 0.4237
O 0.3704 1.9316 0.0018
S -1.1501 0.7309 -1.3382
H -2.8108 -2.5453 -1.1907
H -3.1694 -0.2678 -2.2126
H 3.8440 -0.1804 1.3943
H 3.5815 -0.6411 -0.3542
H 2.0684 -2.0694 0.3475
H 1.8915 -1.2022 1.9749
H -2.0527 2.1366 0.3964
H -3.2479 1.3196 -0.7189
H -2.3452 2.8435 -1.1652
H 3.1096 1.8671 0.5636
```

The value obtained for the energy relative to the best compared isomer or geometry (same formula, charge and spin) is 2.526 eV. The orbital gap comes out at 9.12 eV. The total charge is +1. The calculation puts the largest force on an atom at 4.2 eV Å⁻¹. The value obtained for the LUMO energy is -3.7768 eV.